## a
This record from the OMol25 dataset describes a cluster of 2 separate species, C3H6N4 in total. The level of theory is ωB97M-V/def2-TZVPD.

Atoms and positions in Å:
H  -0.14453  3.71020  0.95382
N  -0.33867  2.70537  1.09311
N  -0.28383  2.14821  -0.03391
C  -0.45937  0.84916  0.05432
N  -0.42293  0.03753  1.08602
N  -0.73132  -1.20987  0.85292
H  -0.65180  0.30842  -0.84535
H  -0.72548  -1.45082  -0.22039
H  -0.60255  -1.83298  1.51931
C  1.72958  -1.11097  -0.81713
C  1.36712  -0.34096  -1.63454
H  1.96681  -1.71013  0.01300
H  1.17396  0.44610  -2.37508

## Properties
LUMO (spin up / spin down): -0.025 / -0.026 eV
HOMO energy (spin up / spin down): -8.5 / -8.5 eV
HOMO-LUMO gap (spin up / spin down): 8.50 / 8.50 eV
Total charge: 0
Structure (SMILES): [H]/N=N/C=N/N.C#C



## b
This record from the OMol25 dataset describes an isolated molecule of C3H6N4. The level of theory is ωB97M-V/def2-TZVPD.

Atoms and positions in Å:
C  1.82055  0.13835  0.45207
N  0.91112  -0.41720  -0.52393
N  -0.46538  -0.21954  -0.24996
C  -1.44623  -1.12769  0.02587
N  -2.60270  -0.56288  0.21434
N  -2.41135  0.77925  0.02131
C  -1.15609  0.99892  -0.13066
H  2.83120  -0.17980  0.17873
H  1.66585  1.22022  0.45017
H  1.52558  -0.22173  1.42350
H  1.16178  -0.16842  -1.42912
H  -1.10185  -2.16951  0.03412
H  -0.73250  1.93002  -0.46642

## Properties
LUMO: 0.742 eV
HOMO energy: -9.6 eV
HOMO-LUMO gap: 10.36 eV
Total charge: 0
Structure (SMILES): CNn1cnnc1



## c
This record from the OMol25 dataset describes a cluster of 3 separate species, C3H6N4 in total. The level of theory is ωB97M-V/def2-TZVPD.

Atoms and positions in Å:
C  -1.05582  0.08322  -0.13332
C  -0.69654  1.36982  0.00906
C  0.98708  -0.17882  -0.02675
H  -2.08274  -1.79890  -0.09814
H  -3.52256  -0.37589  0.18244
H  -1.22526  2.33725  0.27124
H  1.55110  1.87448  -0.43366
H  2.47698  -1.55705  -1.00082
H  2.78443  -0.89122  1.26035
N  -2.33509  -0.70501  -0.01727
N  0.74336  1.18163  -0.03958
N  2.37439  -0.54833  -0.01972
N  0.00067  -0.79117  0.04618

## Properties
LUMO: 0.277 eV
HOMO energy: -7.6 eV
HOMO-LUMO gap: 7.90 eV
Total charge: 0



Need the numbers? Relative energies in kJ/mol: a 396.4; b 0.0; c 409.3.



## a
This record from the OMol25 dataset describes an isolated molecule of C3H6N4. The level of theory is ωB97M-V/def2-TZVPD.

Atoms and positions in Å:
H  1.20589  -1.31645  1.44772
N  1.66374  -0.59678  0.87703
C  0.78438  0.26941  0.44037
C  -0.71935  -0.00592  0.52735
N  -1.31628  -0.38647  1.68731
N  -1.15158  -0.15365  -0.66604
C  0.13248  0.05321  -1.60526
N  0.38200  1.20536  -2.09503
H  0.81231  1.10953  -3.01854
H  0.99236  1.33553  0.29109
H  -0.87353  -0.09974  2.54969
H  -2.31823  -0.51417  1.64044
H  0.40582  -0.89988  -2.07614

## Properties
LUMO: 0.060 eV
HOMO energy: -9.5 eV
HOMO-LUMO gap: 9.59 eV
Total charge: 0
Structure (SMILES): [H]\N=C/C(N)=N\C=N\[H]



## b
This record from the OMol25 dataset describes an isolated molecule of C3H6N4. The level of theory is ωB97M-V/def2-TZVPD.

Atoms and positions in Å:
H  -1.80105  1.21465  -0.65550
N  -2.07519  0.43915  0.01047
C  -0.96022  -0.08339  0.40809
N  -0.78119  -1.02871  1.35203
N  0.48563  -1.51108  1.47886
C  1.16842  -0.88120  0.59947
N  0.32158  0.02417  -0.07656
C  0.68235  0.92576  -1.12161
H  -1.51660  -1.62935  1.75526
H  2.23130  -0.98275  0.35184
H  0.09669  0.74507  -2.00539
H  1.71128  0.82125  -1.34567
H  0.43701  1.94643  -0.75129

## Properties
LUMO: 0.766 eV
HOMO energy: -8.1 eV
HOMO-LUMO gap: 8.89 eV
Total charge: 0
Structure (SMILES): [H]/N=c1/[nH]ncn1C



## c
This record from the OMol25 dataset describes a cluster of 2 separate species, C3H6N4 in total. The level of theory is ωB97M-V/def2-TZVPD.

Atoms and positions in Å:
H  -1.72281  -2.70169  -0.29638
N  -1.08197  -2.13290  0.11457
C  -1.23469  -0.88174  0.21192
C  -2.35493  0.02419  -0.36065
N  -1.97578  1.25638  -0.15060
C  -0.76929  1.22104  0.51335
N  -0.31798  0.05156  0.74727
H  -3.33211  -0.32884  -0.68152
H  -0.16101  2.21623  0.75633
N  3.25315  0.12197  -0.05602
H  3.69978  0.99367  0.28107
H  3.69664  -0.19474  -0.88601
H  2.30099  0.35488  -0.19334

## Properties
LUMO: -1.447 eV
HOMO energy: -9.6 eV
HOMO-LUMO gap: 8.19 eV
Total charge: 0
Structure (SMILES): [H]/N=C1\C=NC=N1.N



Need the numbers? Relative energies in kJ/mol: a 207.3; b 0.0; c 121.6.



## a
This record from the OMol25 dataset describes an isolated molecule of C5H4F2. The level of theory is ωB97M-V/def2-TZVPD.

Atoms and positions in Å:
C  0.57231  -2.35248  -0.11447
C  0.68397  -1.15405  -0.06130
C  0.87663  0.21652  0.00805
F  1.47434  0.60945  1.15747
F  1.73746  0.63378  -0.98838
C  -0.42961  1.09473  -0.28062
C  -1.54693  1.03399  0.40011
H  0.85137  -3.38578  -0.11463
H  -0.23545  1.72120  -1.05312
H  -2.38361  1.55113  0.09587
H  -1.60049  0.03152  0.95104

## Properties
LUMO: 0.968 eV
HOMO energy: -10.5 eV
HOMO-LUMO gap: 11.51 eV
Total charge: 0
Structure (SMILES): C#CC(F)(F)C=C



## b
This record from the OMol25 dataset describes an isolated molecule of C5H4F2. The level of theory is ωB97M-V/def2-TZVPD.

Atoms and positions in Å:
C  0.42989  0.63454  0.75231
C  -0.65075  -0.52162  -0.66227
C  0.32688  0.61407  -0.74437
C  -0.80470  -0.22678  0.80566
C  0.57205  1.51035  -1.67015
F  1.28036  2.62877  -1.47980
F  0.16636  1.42335  -2.94079
H  1.26057  0.04269  1.14302
H  0.41569  1.58869  1.27745
H  -1.54994  -0.50987  -1.27997
H  -0.19245  -1.50522  -0.77852

## Properties
LUMO: -0.432 eV
HOMO energy: -8.7 eV
HOMO-LUMO gap: 8.29 eV
Total charge: 0



Need the numbers? Relative energies in kJ/mol: a 0.0; b 160.5.



## a
This record from the OMol25 dataset describes a cluster of 3 separate species, CH8N2O in total. The level of theory is ωB97M-V/def2-TZVPD.

Atoms and positions in Å:
N  2.13451  0.70041  0.56947
H  1.94862  1.45955  -0.06951
H  1.28671  0.33962  0.98554
H  0.61967  -2.57872  0.24646
H  2.63534  -0.03076  0.08214
N  -1.27170  0.65787  -1.13193
C  -0.98970  -0.42304  -0.38741
O  -0.58745  -0.33269  0.84586
H  -1.11169  1.51122  -0.59693
H  0.81702  -3.26684  0.04431
H  0.07348  -0.80160  -0.79478
H  -1.55199  -1.38510  -0.49765

## Properties
LUMO: -2.708 eV
HOMO energy: -9.7 eV
HOMO-LUMO gap: 6.97 eV
Total charge: 0



## b
This record from the OMol25 dataset describes a cluster of 3 separate species, CH8N2O in total. The level of theory is ωB97M-V/def2-TZVPD.

Atoms and positions in Å:
N  -2.36472  -1.07360  0.63141
H  -1.88606  -0.65527  -0.13373
H  -1.72907  -1.77182  1.06938
H  2.09643  -1.26979  3.88284
H  -2.51006  -0.19480  1.20447
N  0.35901  1.58260  -1.05615
C  1.02987  0.63227  -0.32032
O  1.02763  -0.65582  -0.59439
H  -0.33431  1.11258  -1.68314
H  1.80804  -0.86613  4.42456
H  0.28289  0.44689  0.73531
H  1.91186  1.08821  0.15052

## Properties
LUMO: -2.827 eV
HOMO energy: -10.1 eV
HOMO-LUMO gap: 7.24 eV
Total charge: 0



## c
This record from the OMol25 dataset describes a cluster of 2 separate species, CH8N2O in total. The level of theory is ωB97M-V/def2-TZVPD.

Atoms and positions in Å:
N  -0.33864  -0.29756  -1.87013
C  -0.17768  -0.42707  -0.45941
N  0.91699  0.40679  0.07431
H  -0.37557  0.65854  -2.17097
H  0.07194  -0.89110  -2.60665
H  -1.13039  -0.20561  0.01934
H  0.13766  -1.43968  -0.15298
H  1.81249  0.02459  -0.15871
H  0.86545  1.40612  -0.08589
O  -0.73410  -0.06091  2.67678
H  -0.07881  -0.04280  1.97122
H  -0.96934  0.86868  2.76310

## Properties
LUMO: 0.932 eV
HOMO energy: -8.9 eV
HOMO-LUMO gap: 9.83 eV
Total charge: 0
Structure (SMILES): NCN.O



Need the numbers? Relative energies in kJ/mol: a 520.9; b 551.1; c 0.0.



## a
This record from the OMol25 dataset describes a cluster of 2 separate species, CH4S3 in total. The level of theory is ωB97M-V/def2-TZVPD.

Atoms and positions in Å:
C  -0.74917  0.01294  0.44549
S  1.96760  -1.07543  -0.79022
S  -0.45635  1.74308  0.23767
S  -0.33066  1.96266  -1.69364
H  -1.21538  -0.18577  1.46258
H  0.12506  -0.55709  0.27640
H  -1.41865  -0.32728  -0.38842
H  2.07755  -1.57310  0.45015

## Properties
LUMO (spin up / spin down): -2.528 / -1.629 eV
HOMO energy (spin up / spin down): -8.6 / -9.2 eV
HOMO-LUMO gap (spin up / spin down): 6.11 / 7.54 eV
Total charge: 0



## b
This record from the OMol25 dataset describes a cluster of 2 separate species, CH4S3 in total. The level of theory is ωB97M-V/def2-TZVPD.

Atoms and positions in Å:
C  -0.15545  -0.01395  -0.05671
S  -0.87109  1.52649  0.34033
S  -1.34815  -1.36478  0.38384
S  1.45669  -0.26758  0.70128
H  -0.25487  -0.09295  -1.96334
H  0.14455  2.23142  0.87568
H  -1.00890  -2.54975  -0.11987
H  2.03720  0.53110  -0.16121

## Properties
LUMO (spin up / spin down): -0.601 / -0.601 eV
HOMO energy (spin up / spin down): -8.6 / -8.6 eV
HOMO-LUMO gap (spin up / spin down): 8.02 / 8.02 eV
Total charge: 0



Need the numbers? Relative energies in kJ/mol: a 0.0; b 175.9.



## a
This record from the OMol25 dataset describes an isolated molecule of C19H26N2O2. The level of theory is ωB97M-V/def2-TZVPD.

Atoms and positions in Å:
C  -5.61509  -0.54874  0.68985
C  -4.63003  -0.65654  -0.47825
C  -3.50180  0.30165  -0.32942
N  -3.47708  1.46344  -0.91312
C  -2.31204  2.06700  -0.51630
C  -1.78607  3.31263  -0.83774
C  -0.57692  3.66125  -0.27364
C  0.09966  2.80216  0.59398
C  -0.40407  1.55916  0.92367
C  -1.61432  1.19950  0.35495
N  -2.40142  0.07378  0.46476
C  -2.04301  -1.09953  1.21058
C  -1.43329  -2.24488  0.36375
O  -2.41980  -3.01207  -0.29109
C  -0.46827  -1.73669  -0.70815
O  0.73977  -1.36899  -0.09350
C  1.65919  -0.80188  -1.00529
C  3.03979  -0.70961  -0.35722
C  3.02171  0.21128  0.86179
C  4.40456  0.50094  1.35637
C  5.49713  0.28091  0.64518
C  5.47481  -0.28291  -0.74219
C  4.07867  -0.19906  -1.35439
H  -6.01070  0.46211  0.74808
H  -5.13550  -0.78071  1.63945
H  -6.44371  -1.23857  0.54518
H  -4.24352  -1.67200  -0.56581
H  -5.14767  -0.40115  -1.40333
H  -2.31615  3.97440  -1.50373
H  -0.13998  4.62280  -0.50101
H  1.03996  3.12239  1.01992
H  0.13179  0.89702  1.58615
H  -2.92413  -1.48611  1.73404
H  -1.30123  -0.79987  1.95364
H  -0.85308  -2.88314  1.04685
H  -2.92295  -3.50695  0.36557
H  -0.30439  -2.55110  -1.43031
H  -0.90855  -0.89080  -1.25456
H  1.71883  -1.43222  -1.90611
H  1.30968  0.19670  -1.31255
H  3.32333  -1.71556  -0.03124
H  2.43217  -0.24839  1.65741
H  2.53155  1.15323  0.59612
H  4.47306  0.92183  2.35039
H  6.47439  0.49717  1.05461
H  6.19112  0.25572  -1.36797
H  5.80321  -1.32737  -0.70593
H  4.03992  -0.78187  -2.27713
H  3.85048  0.83965  -1.60230

## Properties
LUMO: 0.506 eV
HOMO energy: -8.3 eV
HOMO-LUMO gap: 8.79 eV
Total charge: 0
Structure (SMILES): CCc1nc2ccccc2n1C[C@@H](O)COC[C@@H]1CC=CCC1



## b
This record from the OMol25 dataset describes an isolated molecule of C19H26N2O2. The level of theory is ωB97M-V/def2-TZVPD.

Atoms and positions in Å:
C  -5.02123  -1.21675  -3.57063
C  -4.35941  -1.59028  -2.61444
C  -3.55790  -1.99903  -1.49764
N  -2.78809  -3.18079  -1.82499
C  -1.91298  -3.76077  -0.81373
C  -1.40495  -5.08672  -1.37385
C  -0.06809  -4.82323  -2.12955
C  0.36246  -3.50259  -1.60826
C  1.57667  -2.79361  -1.78597
C  1.70211  -1.53166  -1.17215
C  0.70207  -0.99602  -0.32613
O  0.90885  0.24262  0.21148
C  0.49241  0.55273  1.44999
O  -0.06962  -0.21776  2.19355
N  0.68610  1.88122  1.88615
C  0.53307  2.20006  3.30126
C  -0.79271  2.82532  3.54509
C  1.04663  2.91022  0.90871
C  2.55239  2.94761  0.81637
C  3.07401  4.17744  0.06789
C  2.95496  5.37243  1.00367
C  -0.49819  -1.69950  -0.22622
C  -0.67368  -2.92956  -0.84950
H  -5.62375  -0.82512  -4.36265
H  -4.14829  -2.20754  -0.63571
H  -2.89082  -1.12355  -1.31879
H  -2.33787  -3.05885  -2.74820
H  -2.34766  -3.85644  0.20029
H  -1.22601  -5.75739  -0.52875
H  -2.16726  -5.55271  -2.00077
H  0.65423  -5.60374  -1.91013
H  -0.29587  -4.74289  -3.22770
H  2.33985  -3.16988  -2.44144
H  2.68005  -1.03144  -1.34799
H  1.30560  2.92610  3.60886
H  0.69656  1.31913  3.94574
H  -0.98083  3.00388  4.56693
H  -0.81558  3.78985  3.03103
H  -1.63724  2.22809  3.12562
H  0.57918  2.75540  -0.08700
H  0.69180  3.86211  1.30974
H  3.02909  2.95220  1.81012
H  2.91673  2.02732  0.32809
H  4.13764  4.07976  -0.13070
H  2.48696  4.36750  -0.85692
H  3.47930  5.18277  1.96271
H  1.92526  5.65278  1.21788
H  3.42783  6.22080  0.58786
H  -1.32377  -1.21954  0.31078

## Properties
LUMO: 0.839 eV
HOMO energy: -8.3 eV
HOMO-LUMO gap: 9.11 eV
Total charge: 0
Structure (SMILES): C#CCN[C@H]1CCc2ccc(OC(=O)N(CC)CCCC)cc21



Need the numbers? Relative energies in kJ/mol: a 0.0; b 234.7.